No. 1
Molecular formula: C32H29MoN2O3P2S3
Method: DFT, ωB97M-V/def2-TZVPD

For the HOMO energy (alpha / beta), the calculation gives -13.5464 / -13.7091 eV. Its total charge is +2. The spin multiplicity is 2. As for the frontier orbital gap (alpha / beta): 6.653 / 7.258 eV. The calculation puts the LUMO energy (alpha / beta) at -6.893 / -6.451 eV.

CARTESIAN COORDINATES (ANGSTROEM)
Mo -0.33775 -2.09932 0.64448
S -3.06515 0.97094 -0.59601
P -1.11514 1.01661 -0.92754
C -0.32991 -0.19413 0.18306
P 0.21232 0.30224 1.84274
S -0.09381 -1.39152 2.95866
C 1.97288 0.63082 1.81312
C 2.69187 0.60948 0.61970
C 4.06269 0.84179 0.63873
C 4.70187 1.09081 1.84472
C 3.98175 1.10657 3.03738
C 2.61614 0.87664 3.02728
C -0.63265 1.69302 2.58162
C 0.03186 2.91647 2.69617
C -0.61440 3.97996 3.30778
C -1.91108 3.82719 3.78157
C -2.57294 2.61158 3.65290
C -1.93448 1.53582 3.05743
C -0.58681 0.55276 -2.57582
C 0.52564 -0.25473 -2.79327
C 0.95144 -0.50290 -4.09150
C 0.27018 0.05510 -5.16460
C -0.84493 0.85879 -4.94764
C -1.27321 1.11421 -3.65326
C -0.47738 2.68327 -0.71777
C 0.87438 2.91771 -0.97746
C 1.38411 4.20103 -0.87935
C 0.54344 5.25704 -0.54799
C -0.80602 5.02915 -0.31262
C -1.32281 3.74077 -0.39024
H 2.18821 0.39353 -0.31547
H 4.62905 0.82951 -0.28667
H 5.77171 1.26504 1.86096
H 4.48972 1.29958 3.97642
H 2.05360 0.88404 3.95505
H 1.04148 3.03661 2.32911
H -0.10389 4.93146 3.41136
H -2.40779 4.65980 4.26707
H -3.58307 2.49833 4.03229
H -2.43156 0.57855 2.97646
H 1.04930 -0.70399 -1.95968
H 1.81339 -1.13445 -4.26567
H 0.61398 -0.12836 -6.17659
H -1.37749 1.29062 -5.78742
H -2.13745 1.74721 -3.47472
H 1.52668 2.10579 -1.28120
H 2.43216 4.38312 -1.08703
H 0.94220 6.26278 -0.48746
H -1.46568 5.85331 -0.06648
H -2.37214 3.56154 -0.20268
O -0.50476 -4.02360 0.64650
N 0.48410 -4.91964 0.42219
C 0.15367 -6.23010 0.38813
C 1.13056 -7.15222 0.18756
C 2.45279 -6.71794 0.02389
C 2.75218 -5.37847 0.06988
C 1.73523 -4.44275 0.27534
S 1.97921 -2.73714 0.35543
H -0.88889 -6.45278 0.54520
H 0.87124 -8.19994 0.16404
H 3.24612 -7.43998 -0.13802
H 3.76484 -5.01420 -0.04520
N -4.72493 -1.71179 -0.95705
C -3.62764 -2.35005 -1.73380
C -2.40898 -2.36637 -0.85439
O -2.55317 -2.32974 0.40903
O -1.26658 -2.38062 -1.37938
H -5.60363 -1.67552 -1.46195
H -4.39460 -0.76338 -0.73949
H -4.85097 -2.18377 -0.06644
H -3.41884 -1.76123 -2.61820
H -3.90148 -3.35992 -2.02320

Löwdin atomic charges, in units of e: 1.244, 0.425, 0.501, -0.597, 0.549, 0.393, -0.383, -0.129, -0.049, -0.042, -0.042, -0.084, -0.359, -0.076, -0.050, -0.041, -0.049, -0.095, -0.364, -0.101, -0.054, -0.052, -0.054, -0.081, -0.357, -0.083, -0.053, -0.050, -0.056, -0.096, 0.065, 0.119, 0.119, 0.121, 0.120, 0.111, 0.120, 0.120, 0.118, 0.097, 0.066, 0.114, 0.117, 0.116, 0.105, 0.093, 0.117, 0.117, 0.117, 0.071, -0.313, -0.143, 0.018, -0.010, -0.007, -0.047, -0.591, 0.753, 0.151, 0.129, 0.133, 0.126, 0.177, -0.038, -0.659, -0.103, -0.068, 0.178, -0.012, 0.166, 0.146, 0.154

No. 2
Molecular formula: C32H29N4O5P2Se2W
Method: DFT, ωB97M-V/def2-TZVPD

For the HOMO energy (alpha / beta), the calculation gives -10.4238 / -10.4236 eV. Its total charge is +1. As for the frontier orbital gap (alpha / beta): 6.480 / 6.431 eV. The calculation puts the LUMO energy (alpha / beta) at -3.944 / -3.992 eV.

CARTESIAN COORDINATES (ANGSTROEM)
W -2.77973 0.76793 -0.65614
O -4.34131 -0.47697 0.45599
C -5.29216 -0.97579 -0.51601
C -5.71765 0.22012 -1.34726
N -4.55239 0.92045 -1.97456
C -4.84366 2.37020 -2.05562
C -4.72473 2.90532 -0.60729
O -5.50055 3.65930 -0.11325
O -3.66201 2.35622 -0.01323
C -4.18408 0.29519 -3.25970
C -3.37165 -0.97661 -2.92460
O -3.52878 -2.01571 -3.48968
O -2.55704 -0.74825 -1.90365
H -3.98762 -1.20905 0.98097
H -6.16422 -1.38056 -0.00252
H -4.84079 -1.76831 -1.11310
H -6.21810 0.92347 -0.68065
H -6.43164 -0.09464 -2.11039
H -5.82777 2.59653 -2.46516
H -4.07380 2.86001 -2.65305
H -3.52985 0.96453 -3.82008
H -5.04446 0.03887 -3.87708
Se 3.32388 -0.95273 -1.20231
P 2.17950 -1.91548 0.26995
C 1.99944 -3.71013 0.08488
C 2.76232 -4.33826 -0.89362
C 2.67631 -5.71249 -1.05621
C 1.82912 -6.45107 -0.24476
C 1.07764 -5.82541 0.74110
C 1.16161 -4.45420 0.91526
C 2.74674 -1.59664 1.97099
C 1.87326 -1.67809 3.05437
C 2.34449 -1.44436 4.33675
C 3.68135 -1.13048 4.54027
C 4.54989 -1.04912 3.46117
C 4.08563 -1.28046 2.17507
C 0.50540 -1.21435 0.30356
C 0.12838 0.09259 0.04619
N -1.19975 0.14889 0.38419
N -1.59145 -1.07156 0.79771
N -0.58979 -1.88305 0.75156
P 0.55881 1.70413 -0.65090
Se -1.15233 2.10910 -2.00190
C 2.07944 2.01915 -1.55164
C 2.09722 1.78625 -2.92573
C 3.22783 2.10984 -3.65368
C 4.32640 2.67087 -3.01718
C 4.30371 2.90088 -1.64926
C 3.17974 2.57990 -0.90823
C 0.48859 2.70065 0.86118
C -0.40165 3.75492 1.01490
C -0.44515 4.43491 2.22384
C 0.39086 4.06373 3.26579
C 1.26626 2.99533 3.11482
C 1.31534 2.30624 1.91592
H 3.41343 -3.74477 -1.52289
H 3.26900 -6.20323 -1.81635
H 1.75302 -7.52254 -0.37794
H 0.42520 -6.41021 1.37585
H 0.57765 -3.96909 1.68261
H 0.82885 -1.91833 2.89876
H 1.66850 -1.50937 5.17941
H 4.04806 -0.94987 5.54233
H 5.59216 -0.80371 3.61752
H 4.75474 -1.20880 1.32648
H 1.24194 1.34271 -3.41686
H 3.25247 1.92523 -4.71904
H 5.20302 2.93542 -3.59359
H 5.16421 3.33046 -1.15463
H 3.16441 2.76477 0.15599
H -1.05219 4.04536 0.20075
H -1.13732 5.25687 2.34988
H 0.35528 4.60324 4.20278
H 1.90094 2.68621 3.93490
H 1.97159 1.44793 1.80608

Löwdin atomic charges, in units of e: 1.456, -0.144, -0.150, -0.103, -0.285, -0.071, -0.551, 0.172, -0.210, -0.063, -0.568, 0.158, -0.206, 0.112, 0.144, 0.125, 0.140, 0.149, 0.148, 0.119, 0.129, 0.144, 0.447, 0.567, -0.334, -0.104, -0.067, -0.069, -0.069, -0.085, -0.345, -0.089, -0.072, -0.072, -0.068, -0.102, -0.370, -0.383, -0.270, -0.050, 0.057, 0.793, 0.569, -0.438, -0.152, -0.061, -0.049, -0.057, -0.096, -0.349, -0.088, -0.055, -0.054, -0.052, -0.088, 0.053, 0.110, 0.109, 0.108, 0.085, 0.091, 0.108, 0.109, 0.110, 0.072, 0.079, 0.116, 0.115, 0.115, 0.102, 0.078, 0.115, 0.114, 0.114, 0.109

No. 3
Molecular formula: C32H29N8SbSe4Zr
Method: DFT, ωB97M-V/def2-TZVPD

For the HOMO energy (alpha / beta), the calculation gives -10.7455 / -10.7417 eV. Its total charge is +2. As for the frontier orbital gap (alpha / beta): 4.319 / 4.315 eV. The calculation puts the LUMO energy (alpha / beta) at -6.427 / -6.427 eV.

CARTESIAN COORDINATES (ANGSTROEM)
Zr -0.25354 -0.59911 -0.40635
N 3.18747 2.14603 0.48756
C 2.16641 1.48126 -0.02387
N 1.52051 0.51227 0.58703
C 1.88685 0.21252 1.90327
N 1.16085 -0.57735 2.60852
N 0.08063 -1.07543 1.90117
C -0.55003 -2.00900 2.50827
C -1.57642 -2.73380 1.78712
C -2.26014 -3.78601 2.36298
C -3.17760 -4.48977 1.59263
C -3.37999 -4.09216 0.28424
C -2.65520 -3.01597 -0.21612
N -1.75398 -2.35178 0.50722
C 3.07107 0.83953 2.47467
C 3.56463 0.49243 3.73577
C 4.68315 1.12750 4.23119
C 5.32246 2.11767 3.48137
C 4.84740 2.47537 2.23554
C 3.72302 1.82669 1.74400
H 3.62889 2.86613 -0.06545
H 1.85089 1.76632 -1.01935
H -0.24737 -2.30855 3.50745
H -2.06441 -4.05280 3.39236
H -3.72002 -5.32716 2.00862
H -4.08308 -4.60359 -0.35710
H -2.81055 -2.67514 -1.23106
H 3.06099 -0.27761 4.30194
H 5.07049 0.85711 5.20296
H 6.20045 2.60904 3.87688
H 5.34169 3.24060 1.65072
C -0.44942 2.28312 2.08860
C -0.55860 2.79374 0.68461
C -0.48523 4.16818 0.46415
C -0.63243 4.67207 -0.80881
C -0.92176 3.78195 -1.83704
C -0.99416 2.42913 -1.55803
N -0.76141 1.92944 -0.32330
Sb -1.76560 1.19067 -3.14637
C -0.02143 -0.04790 -3.32937
C 0.14026 -0.49527 -4.62570
C 1.38488 -0.96103 -5.02831
C 2.42795 -0.88349 -4.13368
C 2.20888 -0.45372 -2.82555
C 3.40075 -0.43061 -1.91785
N 0.98147 -0.05836 -2.41515
C -3.06590 0.10222 -1.80726
C -4.32499 -0.21808 -2.28606
C -5.30645 -0.60295 -1.38079
C -5.00766 -0.57207 -0.03400
C -3.72144 -0.24879 0.38277
C -3.41890 -0.10120 1.84054
N -2.74475 0.01721 -0.50125
H -1.17093 2.80560 2.71834
H 0.53726 2.47854 2.51300
H -0.65549 1.21935 2.15035
H -0.32585 4.82582 1.30830
H -0.56588 5.73506 -0.99784
H -1.10948 4.14405 -2.83991
H -0.68652 -0.46672 -5.32410
H 1.54045 -1.34248 -6.02804
H 3.42259 -1.19495 -4.41639
H 4.08910 -1.21512 -2.22917
H 3.14994 -0.62189 -0.88167
H 3.92567 0.52377 -2.01861
H -4.54675 -0.13976 -3.34243
H -6.29721 -0.87194 -1.72185
H -5.76459 -0.78911 0.70742
H -3.99849 -0.79651 2.44536
H -3.69058 0.91087 2.15119
H -2.36118 -0.23190 2.05018
Se 1.27375 -2.68009 -0.28249
Se 3.62082 -3.88215 -2.94526
Se 1.55130 -4.38059 -3.48601
Se -0.13753 -2.91934 -2.08669

Löwdin atomic charges, in units of e: 1.335, 0.170, -0.172, -0.032, -0.303, 0.103, -0.164, -0.074, -0.295, 0.027, -0.001, 0.002, -0.192, -0.068, -0.085, 0.014, -0.031, -0.028, 0.008, -0.163, 0.177, 0.134, 0.154, 0.132, 0.128, 0.126, 0.074, 0.123, 0.122, 0.124, 0.126, -0.009, -0.313, -0.001, -0.020, -0.104, -0.444, -0.029, 1.602, -0.573, -0.146, -0.021, -0.055, -0.342, -0.074, -0.126, -0.459, -0.104, -0.016, 0.001, -0.323, -0.004, -0.040, 0.107, 0.095, 0.039, 0.132, 0.127, 0.099, 0.099, 0.134, 0.105, 0.037, 0.023, 0.098, 0.103, 0.128, 0.132, 0.099, 0.106, 0.038, 0.275, 0.038, -0.016, 0.130

Q: What is the total charge in the first record?
A: +2